1.
The following is a DFT calculation (the ωB97M-V functional and the def2-TZVPD basis) of a structure of composition C42H44N11O3SSeTi in a non-equilibrium geometry.

Atoms and positions in Å:
1 Ti 1.505 -0.195 0.605
2 C -1.817 3.319 4.570
3 C -2.530 3.696 3.304
4 C -3.618 4.554 3.331
5 C -4.279 4.910 2.163
6 C -3.821 4.417 0.953
7 C -2.726 3.563 0.884
8 C -2.235 3.089 -0.458
9 C -2.081 3.164 2.070
10 N -1.116 2.169 2.074
11 C 0.117 2.413 2.455
12 O 0.647 3.541 2.598
13 C 0.792 1.178 3.013
14 C 1.337 1.365 4.279
15 C 1.492 0.290 5.114
16 C 1.047 -0.941 4.682
17 C 0.635 -1.108 3.369
18 N 0.555 -0.055 2.501
19 C 0.115 -2.520 3.073
20 O -0.028 -3.248 4.075
21 N -0.097 -2.866 1.825
22 C -0.879 -3.961 1.540
23 C -0.399 -4.954 0.649
24 C 1.031 -4.899 0.198
25 C -1.236 -5.974 0.221
26 C -2.552 -6.066 0.663
27 C -3.019 -5.112 1.557
28 C -2.214 -4.074 2.009
29 C -2.773 -3.082 2.988
30 H -2.352 3.677 5.451
31 H -0.811 3.747 4.572
32 H -1.705 2.235 4.639
33 H -3.958 4.948 4.284
34 H -5.139 5.568 2.198
35 H -4.317 4.709 0.032
36 H -2.123 3.936 -1.139
37 H -2.943 2.386 -0.904
38 H -1.270 2.595 -0.357
39 H 1.604 2.369 4.572
40 H 1.902 0.416 6.110
41 H 1.033 -1.811 5.323
42 H 1.210 -3.993 -0.379
43 H 1.283 -5.768 -0.414
44 H 1.700 -4.861 1.060
45 H -0.851 -6.723 -0.466
46 H -3.194 -6.874 0.330
47 H -4.040 -5.177 1.920
48 H -3.828 -3.284 3.177
49 H -2.672 -2.060 2.613
50 H -2.221 -3.136 3.927
51 C -1.466 2.063 -3.945
52 C -0.362 1.925 -4.996
53 C -0.956 1.200 -6.215
54 C 0.094 3.334 -5.406
55 C 0.842 1.142 -4.479
56 C 1.890 0.841 -5.361
57 C 2.967 0.068 -4.962
58 C 3.001 -0.394 -3.658
59 S 4.177 -1.433 -2.906
60 C 3.265 -1.330 -1.399
61 N 2.193 -0.563 -1.470
62 C 2.002 -0.056 -2.731
63 C 0.918 0.710 -3.167
64 C 3.608 -2.068 -0.230
65 C 4.695 -2.956 -0.210
66 C 4.995 -3.644 0.940
67 C 4.205 -3.442 2.073
68 C 3.138 -2.563 2.045
69 C 2.769 -1.845 0.896
70 H -2.313 2.605 -4.371
71 H -1.113 2.616 -3.075
72 H -1.821 1.085 -3.615
73 H -1.858 1.713 -6.557
74 H -1.220 0.175 -5.948
75 H -0.248 1.165 -7.043
76 H -0.746 3.908 -5.805
77 H 0.874 3.286 -6.167
78 H 0.496 3.859 -4.538
79 H 1.874 1.204 -6.381
80 H 3.762 -0.183 -5.653
81 H 0.150 0.946 -2.448
82 H 5.300 -3.083 -1.104
83 H 5.836 -4.327 0.972
84 H 4.432 -3.975 2.990
85 H 2.584 -2.441 2.964
86 Se 3.560 0.996 1.292
87 N 2.716 2.807 -1.312
88 C 1.613 2.842 -0.500
89 N 1.198 4.073 -0.105
90 O 0.940 1.818 -0.292
91 H 3.419 3.496 -1.098
92 H 3.120 1.878 -1.331
93 H 1.881 4.805 -0.219
94 H 0.777 4.067 0.841
95 N -2.532 -2.221 -2.351
96 N -1.898 -1.465 -1.393
97 N -2.552 -0.780 -0.484
98 C -1.562 -0.237 0.202
99 N -0.371 -0.585 -0.304
100 N -0.602 -1.380 -1.320
101 H -3.297 -2.705 -1.897
102 H -1.853 -2.902 -2.669
103 H -1.678 0.438 1.041

Calculated values
<S²>   0.76
Multiplicity   2
LUMO energy (alpha / beta)   3.81 / 3.81 eV
E   -6104.16029 Ha
Total charge   -2
HOMO-LUMO gap (alpha / beta)   4.404 / 4.478 eV
Relative energy (zero: lowest compared OMol25 entry of this formula, charge and spin)   5.39 kcal/mol

***

2.
The following is a DFT calculation (the ωB97M-V functional and the def2-TZVPD basis) of a cluster of 6 separate species, C18H46N2O12 in total in a non-equilibrium geometry.

Atoms and positions in Å:
1 C -15.490 -15.974 -20.710
2 N -16.035 -14.681 -20.241
3 O -15.261 -13.831 -19.861
4 O -17.237 -14.536 -20.385
5 H -14.460 -16.003 -20.360
6 H -15.521 -16.022 -21.792
7 H -15.935 -16.844 -20.239
8 C -13.831 -19.948 -18.769
9 N -15.064 -19.785 -19.570
10 O -15.061 -19.112 -20.583
11 O -16.014 -20.437 -19.198
12 H -13.171 -19.115 -18.991
13 H -13.394 -20.894 -19.084
14 H -14.060 -20.065 -17.715
15 C -11.207 -13.659 -26.768
16 O -10.910 -14.961 -27.278
17 C -12.039 -15.755 -27.514
18 C -12.475 -16.671 -26.357
19 O -13.119 -15.906 -25.345
20 C -13.186 -16.596 -24.125
21 H -10.308 -13.049 -26.834
22 H -11.396 -13.767 -25.696
23 H -12.064 -13.266 -27.312
24 H -11.815 -16.367 -28.393
25 H -12.882 -15.205 -27.951
26 H -11.595 -17.247 -26.058
27 H -13.253 -17.365 -26.689
28 H -13.469 -17.651 -24.244
29 H -13.945 -16.175 -23.471
30 H -12.216 -16.639 -23.620
31 C -10.772 -19.125 -22.689
32 O -11.048 -18.294 -21.594
33 C -10.077 -18.301 -20.582
34 C -10.408 -17.190 -19.612
35 O -10.402 -15.886 -20.130
36 C -11.622 -15.446 -20.701
37 H -11.553 -19.008 -23.435
38 H -10.656 -20.178 -22.406
39 H -9.820 -18.821 -23.145
40 H -9.035 -18.205 -20.907
41 H -10.067 -19.240 -20.011
42 H -9.819 -17.176 -18.691
43 H -11.380 -17.438 -19.154
44 H -11.591 -15.413 -21.794
45 H -11.859 -14.427 -20.396
46 H -12.385 -16.189 -20.464
47 C -22.198 -19.873 -15.492
48 O -21.148 -19.072 -15.958
49 C -19.892 -19.539 -15.568
50 C -18.781 -18.566 -15.869
51 O -18.291 -18.585 -17.207
52 C -17.248 -17.680 -17.415
53 H -22.162 -20.884 -15.919
54 H -23.140 -19.428 -15.799
55 H -22.155 -20.015 -14.406
56 H -19.699 -20.579 -15.869
57 H -19.913 -19.714 -14.478
58 H -17.860 -18.677 -15.284
59 H -19.153 -17.574 -15.585
60 H -17.582 -16.652 -17.245
61 H -16.852 -17.728 -18.428
62 H -16.405 -17.968 -16.770
63 C -20.153 -12.654 -18.826
64 O -19.452 -11.399 -18.738
65 C -18.185 -11.478 -19.371
66 C -17.752 -9.994 -19.517
67 O -17.780 -9.545 -20.867
68 C -16.795 -10.062 -21.703
69 H -19.482 -13.375 -18.353
70 H -20.347 -12.881 -19.874
71 H -21.052 -12.590 -18.219
72 H -18.357 -11.800 -20.400
73 H -17.344 -11.975 -18.887
74 H -16.698 -9.886 -19.222
75 H -18.294 -9.324 -18.856
76 H -16.786 -11.162 -21.703
77 H -15.769 -9.755 -21.465
78 H -17.078 -9.756 -22.710

Calculated values
SMILES string   C[N+](=O)[O-].C[N+](=O)[O-].COCCOC.COCCOC.COCCOC.COCCOC
LUMO energy   -0.18 eV
E   -1725.38209 Ha
HOMO-LUMO gap   9.014 eV
Relative energy (zero: lowest compared OMol25 entry of this formula, charge and spin)   25.01 kcal/mol